The ion C29H28FN2O2 with charge +1 at a distorted geometry, computed with ωB97M-V/def2-TZVPD.

Positions of all 62 atoms, in Å:
C  3.57  3.57  -2.19
C  2.30  3.27  -1.56
C  1.08  3.89  -1.64
C  0.23  3.26  -0.68
C  0.98  2.24  -0.10
C  0.70  1.28  0.99
N  -0.16  1.79  2.01
C  0.21  3.00  2.73
C  -0.86  0.75  2.67
O  -1.51  0.90  3.69
C  -0.63  -0.52  1.87
C  0.40  -1.31  2.69
C  1.27  -2.31  1.99
C  2.50  -2.61  2.58
C  3.40  -3.46  1.94
C  3.06  -4.03  0.71
C  1.82  -3.76  0.13
C  0.89  -2.95  0.80
N  -0.06  0.00  0.56
O  2.25  2.25  -0.64
H  3.38  3.83  -3.23
H  4.02  4.46  -1.72
H  4.28  2.74  -2.14
H  0.81  4.74  -2.27
H  -0.82  3.49  -0.49
H  1.66  0.91  1.44
H  -0.66  3.34  3.30
H  1.06  2.82  3.41
H  0.51  3.75  2.00
H  -1.54  -1.09  1.70
H  1.07  -0.60  3.21
H  -0.18  -1.80  3.50
H  2.75  -2.15  3.54
H  4.36  -3.69  2.41
H  3.77  -4.68  0.19
H  1.55  -4.18  -0.84
H  -0.12  -2.84  0.41
H  0.70  -0.61  0.28
F  -1.86  -3.94  -3.16
C  -1.00  -2.90  -2.86
C  0.10  -2.69  -3.68
C  0.92  -1.59  -3.40
C  0.59  -0.71  -2.38
C  -0.57  -0.91  -1.61
C  -0.94  0.17  -0.60
C  -2.44  0.34  -0.31
C  -2.89  1.20  0.70
C  -4.25  1.30  1.01
C  -5.20  0.66  0.19
C  -4.76  -0.04  -0.94
C  -3.39  -0.13  -1.22
C  -1.31  -2.08  -1.78
H  0.30  -3.36  -4.51
H  1.82  -1.40  -4.00
H  1.22  0.18  -2.20
H  -0.64  1.11  -1.07
H  -2.20  1.85  1.23
H  -4.57  1.88  1.88
H  -6.26  0.74  0.41
H  -5.47  -0.51  -1.62
H  -3.08  -0.57  -2.17
H  -2.17  -2.31  -1.15

Values from the calculation:
Max |F|   0.04106 hartree/bohr
Net charge   +1
SMILES   Cc1ccc([C@H]2N(C)C(=O)[C@H](Cc3ccccc3)[N@H+]2[C@H](c2ccccc2)c2cccc(F)c2)o1
Lowest unoccupied orbital energy   -2.310 eV
Gap between HOMO and LUMO   0.34830 Eh
2S+1   1
HOMO level   -11.79 eV